This record from the Open Molecules 2025 dataset describes 2 unconnected molecules or ions with the total composition C7H12N2O5. The level of theory is wB97M-V/def2-TZVPD.

Highest occupied orbital energy (spin up / spin down) (eV): -4.60 / -9.07
Frontier orbital gap (spin up / spin down) (eV): 4.8689 / 5.7445
Total energy (eV): -20665.651
Spin multiplicity: 3

```
26
C7H12N2O5 wB97M-V/def2-TZVPD
C -0.48761 2.23063 1.09006
C -1.70452 1.78955 0.77799
C -2.83647 2.10704 1.77588
C -2.08174 1.03091 -0.45961
C 0.65141 1.77965 0.21935
C 0.37042 0.18908 -0.13281
C -0.90472 0.22691 -0.99302
N 1.50358 -0.43168 -0.85951
N 0.91755 -3.06278 0.47641
O -3.02721 3.21204 2.17402
O -3.58051 1.05939 2.11289
O 1.93812 1.88612 0.67521
O 0.17423 -0.45592 1.04417
O -0.88037 -0.29016 -2.05077
H -0.36143 2.47186 2.17410
H -2.95088 0.37724 -0.17785
H -2.46275 1.68311 -1.14969
H 0.65411 2.27390 -0.71498
H 1.16041 -0.83276 -1.75074
H 2.09560 0.32860 -0.95205
H 1.63325 -3.24139 -0.15566
H 0.05213 -3.03268 -0.03197
H 0.97439 -3.69606 1.24105
H 1.87387 1.92184 1.68954
H 0.57481 -1.39118 0.94670
H -3.02849 0.29700 2.14143
```

This record from the Open Molecules 2025 dataset describes a molecular structure, C25H41BF6O2PPd. The level of theory is wB97M-V/def2-TZVPD.

Highest occupied orbital energy (spin up / spin down) (eV): -12.75 / -12.75
Frontier orbital gap (spin up / spin down) (eV): 7.4506 / 7.4496
Total energy (eV): -60435.023
Net charge: +1
ΔE to the lowest compared entry with this formula, charge and spin (kJ/mol): 117.3

```
77
C25H41BF6O2PPd wB97M-V/def2-TZVPD
Pd -1.39065 -1.69357 1.16711
O -1.86854 -3.17830 -0.68844
H -1.72145 -4.12074 -0.54463
H -2.82110 -3.10703 -0.87871
F -1.09169 -4.21075 1.87639
C -0.31040 -3.15657 1.96598
F 0.75464 -3.28033 1.20080
H -0.09267 -2.87660 2.99730
O 0.09817 -0.92743 -0.03837
P 0.56591 0.33814 -0.82637
C 2.14284 1.07311 -0.23779
C 3.44704 0.76305 -1.02786
C 4.37027 -0.26629 -0.35896
C 3.60259 -1.27289 0.48008
C 2.86383 -0.56352 1.61904
C 2.43416 0.87753 1.25763
C -0.76837 1.57596 -0.80616
C -1.39631 1.91214 0.55798
C -0.78453 3.10973 1.28094
C -0.76666 4.33173 0.36937
C 0.06665 4.03562 -0.87104
C -0.50145 2.84805 -1.65058
C 0.85722 0.03805 -2.60852
C -0.40672 -0.00323 -3.49112
C -1.23010 -1.26955 -3.27539
C -0.34377 -2.53519 -3.31755
C 1.05353 -2.22492 -3.82570
C 1.74233 -1.21926 -2.90434
H 1.92115 2.12822 -0.41181
H 3.99197 1.70429 -1.11904
H 3.22470 0.45770 -2.04323
H 5.08477 0.24892 0.28822
H 4.96015 -0.77251 -1.12379
H 4.28504 -2.02115 0.88465
H 2.88470 -1.81391 -0.13885
H 3.50412 -0.51675 2.50247
H 1.99840 -1.16538 1.88642
H 3.25242 1.55688 1.50644
H 1.58541 1.20826 1.85532
H -1.52346 0.98481 -1.33747
H -1.38687 1.03536 1.19877
H -2.45413 2.12741 0.38067
H 0.24010 2.89798 1.60361
H -1.36644 3.30864 2.18274
H -0.37086 5.20137 0.89513
H -1.79242 4.57317 0.07139
H 1.09878 3.84756 -0.56182
H 0.10026 4.90318 -1.53137
H 0.13765 2.62201 -2.50627
H -1.46476 3.15450 -2.06754
H 1.41506 0.94180 -2.87432
H -0.06421 0.03341 -4.52664
H -1.01558 0.88982 -3.35658
H -2.00516 -1.31763 -4.04105
H -1.74909 -1.21286 -2.31724
H -0.81046 -3.30186 -3.93671
H -0.25307 -2.94883 -2.31742
H 1.01220 -1.84067 -4.84730
H 1.65993 -3.13097 -3.86100
H 2.68050 -0.90472 -3.36178
H 2.00148 -1.73306 -1.97817
C -1.79468 0.80945 5.07948
C -2.91211 0.23565 4.49736
C -2.83427 -0.41822 3.26265
C -1.58033 -0.45161 2.70027
C -0.44130 0.11373 3.20889
C -0.56517 0.75173 4.44225
H -1.88507 1.32179 6.02766
H -3.87767 0.28923 4.98297
H -3.72487 -0.81315 2.81696
H 0.50442 0.07019 2.70834
H 0.31272 1.20336 4.88666
F -3.28084 -0.85156 0.03608
B -4.17813 -1.83242 0.56672
F -5.20498 -1.27451 1.25336
F -3.28933 -2.57419 1.53391
F -4.53539 -2.72140 -0.42102
```

This record from the Open Molecules 2025 dataset describes a molecular structure, C19H22N2Os. The level of theory is wB97M-V/def2-TZVPD.

Highest occupied orbital energy (spin up / spin down) (eV): -15.11 / -15.90
Frontier orbital gap (spin up / spin down) (eV): 6.8798 / 6.4756
Total energy (eV): -25487.776
Net charge: +2
ΔE to the lowest compared entry with this formula, charge and spin (kJ/mol): 0.0
Spin multiplicity: 5

```
44
C19H22N2Os wB97M-V/def2-TZVPD
C -5.45459 0.11733 0.17308
C -5.46716 1.41900 -0.62776
H -5.67919 -0.73452 -0.47423
H -6.26718 0.18168 0.90974
H -4.53318 -0.09181 0.71033
H -4.64471 1.55230 -1.32725
H -6.39887 1.43431 -1.21326
H -5.49870 2.29650 0.02455
C 0.39048 -2.91758 -0.18306
C 1.30382 -3.94784 -0.36570
C 2.45367 -3.76990 -1.15175
C 2.66578 -2.54338 -1.74579
H -0.55805 -2.96495 0.36265
H 1.07956 -4.90165 0.10527
H 3.16352 -4.57588 -1.30810
H 3.48277 -2.30278 -2.42274
N 0.64676 -1.69948 -0.71298
C 1.76796 -1.51232 -1.46083
C 1.94778 -0.17047 -1.88140
N 0.99605 0.67892 -1.38302
C 1.01883 1.97115 -1.79678
C 3.04938 1.57541 -3.07012
C 2.04321 2.43786 -2.60321
H 0.16752 2.54744 -1.44134
H 2.02714 3.48987 -2.86159
C 2.98424 0.24005 -2.72775
H 3.68887 -0.51812 -3.08814
H 3.86215 1.94480 -3.69092
Os -0.42874 -0.01144 -0.03662
C -1.64860 1.54208 0.05883
H -2.06040 1.81275 -0.93300
H -1.07659 2.39703 0.45350
H -2.51528 1.36067 0.73738
C 1.71140 0.41457 4.25450
C 2.29421 -0.40839 3.28398
C 1.72835 -0.50147 1.99853
C 0.53469 0.20180 1.67863
C -0.03888 1.04282 2.68026
C 0.55325 1.14124 3.94772
H 2.15908 0.48567 5.24878
H 3.19666 -0.99111 3.50882
H 2.20377 -1.13076 1.23310
H -0.94831 1.61487 2.43700
H 0.09749 1.79371 4.70068
```

This record from the Open Molecules 2025 dataset describes a molecular structure, C4H5NO. The level of theory is wB97M-V/def2-TZVPD.

Highest occupied orbital energy (eV): -9.96
Frontier orbital gap (eV): 9.0807
Total energy (eV): -7762.346
ΔE to the lowest compared entry with this formula, charge and spin (kJ/mol): 403.3

```
11
C4H5NO wB97M-V/def2-TZVPD
C -1.17425 0.01978 -0.49860
C 0.36102 0.05612 0.79339
O -0.15865 -0.07279 1.89763
C 0.66308 -1.02743 -0.09978
C 1.00626 1.30632 0.33692
N 1.67954 2.21203 0.09351
H -1.90838 -0.69642 -0.16551
H -0.96647 0.09113 -1.55347
H -1.45650 1.02547 -0.11535
H 1.03325 -0.95245 -1.11928
H 0.92110 -1.96174 0.43056
```

This record from the Open Molecules 2025 dataset describes a molecular structure, C8H16B3F3O6. The level of theory is wB97M-V/def2-TZVPD.

Highest occupied orbital energy (eV): -10.51
Frontier orbital gap (eV): 11.0909
Total energy (eV): -31030.284

```
36
C8H16B3F3O6 wB97M-V/def2-TZVPD
C -1.54664 -1.42061 1.21913
C -2.11538 -0.53309 0.10357
C -1.64210 0.90110 0.20795
O -2.54912 1.68015 0.99449
B -2.17572 1.95981 2.25270
O -2.98047 1.62557 3.34382
B -2.28890 1.00582 4.35378
O -0.97708 1.38928 4.63400
B -0.31548 1.79601 3.51053
C 1.20795 1.31994 3.22133
F 2.04110 1.65860 4.23646
F 1.28731 -0.03478 3.07021
F 1.72027 1.87082 2.08181
O -0.94668 2.56450 2.57125
H -1.34118 -0.81065 2.09977
H -2.22218 -2.21524 1.49721
H -0.59063 -1.81907 0.90503
H -1.78638 -0.95226 -0.83975
H -3.19814 -0.51959 0.14021
H -0.62762 0.91920 0.60385
H -1.59336 1.34632 -0.77886
H -2.81355 0.11982 4.94017
O 0.02550 -2.80216 -2.36161
C 0.91658 -2.08344 -2.71019
O 1.08869 -0.91083 -2.07015
C 2.21871 -0.05884 -2.27736
C 2.03127 0.85571 -3.46962
C 1.79967 -2.42452 -3.88818
H 3.13465 -0.64691 -2.34542
H 2.28979 0.53138 -1.36557
H 1.93857 0.29387 -4.39898
H 2.87894 1.53431 -3.56273
H 1.12312 1.44600 -3.35006
H 1.28784 -2.12457 -4.80131
H 1.93858 -3.50185 -3.90438
H 2.78204 -1.95977 -3.86311
```

This record from the Open Molecules 2025 dataset describes a single C5H8O molecule. The level of theory is wB97M-V/def2-TZVPD.

SMILES: C=C/C=C/CO
Highest occupied orbital energy (eV): -8.34
Frontier orbital gap (eV): 8.7158
Total energy (eV): -7358.768
ΔE to the lowest compared entry with this formula, charge and spin (kJ/mol): 336.4

```
14
C5H8O wB97M-V/def2-TZVPD
C -1.25840 1.79791 -1.56617
C -0.27065 1.42817 -0.71853
C 0.10954 0.00868 -0.71793
C 0.86456 -0.48340 0.28493
C 0.57317 -1.70332 1.11701
O 0.36131 -1.31987 2.48085
H -1.47096 1.16953 -2.41943
H -1.94172 2.62630 -1.40701
H 0.45518 2.20171 -0.47532
H -0.23558 -0.67994 -1.48465
H 1.69022 0.10338 0.68952
H -0.26640 -2.26839 0.70767
H 1.36740 -2.45776 1.11531
H 0.02233 -0.42300 2.39375
```

Question: What is the formula in the fourth record?
Answer: C4H5NO

Copy entry 6 word for word.
This record from the Open Molecules 2025 dataset describes a single C5H8O molecule. The level of theory is wB97M-V/def2-TZVPD.

SMILES: C=C/C=C/CO
Highest occupied orbital energy (eV): -8.34
Frontier orbital gap (eV): 8.7158
Total energy (eV): -7358.768
ΔE to the lowest compared entry with this formula, charge and spin (kJ/mol): 336.4

```
14
C5H8O wB97M-V/def2-TZVPD
C -1.25840 1.79791 -1.56617
C -0.27065 1.42817 -0.71853
C 0.10954 0.00868 -0.71793
C 0.86456 -0.48340 0.28493
C 0.57317 -1.70332 1.11701
O 0.36131 -1.31987 2.48085
H -1.47096 1.16953 -2.41943
H -1.94172 2.62630 -1.40701
H 0.45518 2.20171 -0.47532
H -0.23558 -0.67994 -1.48465
H 1.69022 0.10338 0.68952
H -0.26640 -2.26839 0.70767
H 1.36740 -2.45776 1.11531
H 0.02233 -0.42300 2.39375
```